{
  "formula": "C30H70N10O10",
  "method": "ωB97M-V/def2-TZVPD",
  "species": ["C", "N", "C", "C", "O", "H", "H", "H", "H", "H", "H", "H", "C", "N", "C", "C", "O", "H", "H", "H", "H", "H", "H", "H", "C", "N", "C", "C", "O", "H", "H", "H", "H", "H", "H", "H", "C", "N", "C", "C", "O", "H", "H", "H", "H", "H", "H", "H", "C", "N", "C", "C", "O", "H", "H", "H", "H", "H", "H", "H", "C", "N", "C", "C", "O", "H", "H", "H", "H", "H", "H", "H", "C", "N", "C", "C", "O", "H", "H", "H", "H", "H", "H", "H", "C", "N", "C", "C", "O", "H", "H", "H", "H", "H", "H", "H", "C", "N", "C", "C", "O", "H", "H", "H", "H", "H", "H", "H", "C", "N", "C", "C", "O", "H", "H", "H", "H", "H", "H", "H"],
  "coordinates": [[0.121930, -1.540144, 3.425904], [-0.690230, -1.840684, 2.224224], [-0.796820, -1.045004, 1.230654], [-1.802470, -1.647144, 0.197624], [-0.225290, 0.003586, 1.088054], [1.059140, -2.078694, 3.285454], [-0.326970, -2.168504, 4.195174], [0.135420, -0.481984, 3.687074], [-1.151460, -2.738384, 2.185354], [-2.759440, -1.875674, 0.666744], [-1.296620, -2.417444, -0.384516], [-2.126240, -0.973824, -0.596056], [6.253340, -2.890004, -0.782546], [6.655200, -4.090154, -1.502776], [5.948480, -4.646844, -2.560226], [6.598470, -5.849384, -3.216846], [4.875320, -4.250924, -3.010596], [5.484880, -3.221854, -0.084366], [5.727730, -2.173494, -1.413776], [7.115130, -2.424804, -0.303986], [7.511590, -4.571154, -1.267536], [7.345240, -5.594774, -3.968916], [5.977790, -6.558284, -3.764856], [7.162320, -6.296114, -2.397946], [4.674170, 6.014086, -7.493106], [4.552790, 5.610686, -6.077116], [3.377600, 5.345806, -5.484436], [3.269190, 5.123136, -4.012126], [2.346330, 5.401956, -6.095466], [3.643740, 6.162816, -7.815916], [5.026610, 5.173386, -8.090686], [5.361370, 6.852726, -7.605046], [5.390150, 5.455336, -5.534156], [2.957270, 6.038656, -3.509506], [4.247670, 4.927546, -3.573456], [2.535060, 4.343386, -3.809266], [8.130670, 2.863386, 6.775674], [6.931020, 3.690116, 6.491684], [6.049270, 3.249026, 5.619734], [4.837510, 4.190106, 5.419714], [6.232020, 2.261916, 4.879594], [8.731310, 3.196066, 7.622214], [8.762530, 2.810846, 5.889054], [7.854880, 1.809606, 6.815564], [6.873670, 4.584576, 6.957254], [4.808410, 4.750436, 4.485214], [4.899350, 4.978906, 6.169424], [3.933220, 3.643526, 5.687274], [-4.243500, 8.440536, -3.002336], [-4.758280, 7.628666, -4.101396], [-4.540900, 6.416496, -4.425556], [-3.365180, 5.592136, -3.743446], [-5.273200, 5.927806, -5.254516], [-3.963740, 9.414926, -3.402836], [-3.470680, 7.912746, -2.443506], [-5.026200, 8.794116, -2.331166], [-5.492880, 8.071586, -4.634596], [-2.414730, 6.125476, -3.760466], [-3.183620, 4.688046, -4.324636], [-3.704160, 5.389576, -2.727496], [-8.491800, -5.672594, -0.976496], [-9.829040, -6.050104, -0.782706], [-10.510120, -5.664344, 0.306404], [-11.970570, -6.016854, 0.357714], [-9.966630, -5.184254, 1.310774], [-8.481340, -4.589244, -0.856736], [-8.012680, -5.823834, -1.943796], [-7.957930, -6.124054, -0.140276], [-10.475260, -6.125864, -1.555206], [-12.214340, -6.776334, -0.385156], [-12.462450, -5.140614, -0.064606], [-12.444030, -6.171734, 1.327224], [6.477120, -4.549134, 7.168154], [7.189900, -5.728424, 7.846244], [7.444210, -6.836314, 7.163804], [8.348750, -7.873244, 7.883304], [7.315240, -6.814364, 5.995214], [6.676100, -3.659774, 7.766104], [5.394060, -4.623434, 7.070374], [7.013190, -4.302764, 6.251624], [7.545240, -5.758254, 8.791204], [8.016430, -8.394244, 8.781204], [9.257390, -7.300124, 8.067724], [8.705400, -8.650764, 7.207764], [-1.406630, 6.513896, 2.926564], [-0.867780, 7.856996, 3.013164], [-0.436010, 8.380446, 4.182244], [0.056780, 9.850676, 4.296914], [-0.289080, 7.756616, 5.288644], [-2.444430, 6.331276, 3.205324], [-0.894490, 5.978816, 3.726254], [-1.343830, 6.153066, 1.899944], [-0.748070, 8.428356, 2.188954], [-0.509680, 10.491316, 3.621044], [1.113150, 10.024136, 4.091744], [-0.192860, 10.244726, 5.282064], [-0.911630, -7.442164, -1.680546], [0.388490, -7.254314, -0.940266], [0.454390, -7.132074, 0.377174], [1.857190, -7.053464, 1.064954], [-0.488200, -6.927554, 1.181674], [-0.998400, -8.163664, -2.492936], [-1.260550, -6.604964, -2.285066], [-1.683510, -7.800294, -0.999336], [1.206790, -7.113454, -1.515266], [2.532430, -7.609114, 0.414264], [1.825220, -7.505074, 2.056484], [2.160430, -6.008184, 1.124404], [-8.821630, -0.050014, -5.293376], [-8.576380, 0.824476, -6.391056], [-9.368650, 0.996986, -7.462866], [-8.780840, 1.866636, -8.564746], [-10.466680, 0.457386, -7.537916], [-7.812390, -0.333924, -4.995176], [-9.505110, -0.835324, -5.616246], [-9.316730, 0.396086, -4.430836], [-7.796750, 1.460426, -6.302506], [-9.299620, 1.409506, -9.407366], [-7.706110, 1.822756, -8.741216], [-9.020830, 2.911226, -8.366416]],
  "atomic_forces_ev_per_a": [[-0.69, -2.00, -0.59], [0.76, -1.85, 4.00], [-2.09, 0.62, -3.97], [0.14, 1.17, -0.68], [0.71, 1.34, 0.00], [0.65, 0.99, 0.04], [-0.27, 0.55, 0.45], [0.26, -0.31, -0.27], [0.05, 0.26, 0.10], [0.31, -0.85, 0.16], [-0.34, -0.63, 0.51], [0.50, 0.67, 0.23], [-0.76, -0.68, -0.04], [-0.25, -0.54, -1.58], [-0.85, 0.25, -0.97], [1.26, -0.05, 0.61], [0.78, 0.43, 1.09], [0.21, 0.42, 0.59], [0.38, -0.09, -0.36], [-0.21, -0.13, 0.04], [-0.19, 0.35, 0.11], [0.11, 0.62, 0.11], [-0.55, 0.25, 0.70], [0.05, -0.84, -0.28], [-0.47, -1.10, 0.80], [1.60, 0.13, -0.04], [-0.53, 0.60, 0.38], [1.20, -0.02, 0.70], [-1.76, -0.05, -1.42], [0.22, 0.61, -0.10], [0.26, -0.02, -0.01], [-0.37, 0.09, 0.01], [-0.10, 0.13, -0.20], [-0.29, 0.11, -0.31], [-0.03, -0.50, 0.21], [0.26, 0.04, -0.01], [-0.24, -0.23, -1.22], [2.53, -0.53, 2.05], [-1.39, -0.10, -3.58], [0.52, 0.04, 1.38], [-0.26, 1.08, 1.69], [-0.48, 0.07, 0.01], [0.24, 0.58, -0.10], [-0.35, 0.10, 0.72], [-0.40, -0.32, -0.23], [-0.04, -0.80, -0.28], [-0.02, 0.10, 0.22], [-0.10, 0.01, -0.65], [-0.38, 0.42, -0.44], [-0.32, 5.14, 2.24], [1.85, -4.21, -0.25], [-1.07, 1.00, -0.87], [-0.43, -1.50, -1.22], [1.01, -0.19, -0.14], [0.02, 0.33, -0.20], [-0.36, -0.82, 0.34], [-0.06, -0.23, -0.01], [-0.14, 0.29, 0.29], [-0.48, -0.01, 0.20], [0.35, -0.25, 0.04], [1.25, 1.54, 0.71], [-2.48, -0.79, -1.62], [0.60, -0.34, 3.73], [-0.64, 0.76, -1.53], [-0.25, -0.13, -1.32], [0.63, 0.24, 0.29], [-0.56, -0.80, 0.05], [0.58, 0.18, -0.33], [0.52, -0.33, -0.40], [-0.05, -0.43, 0.37], [-0.30, 0.31, 0.09], [0.69, -0.21, -0.04], [1.88, -0.28, 1.45], [-1.69, 1.92, 1.07], [2.36, -0.45, 1.77], [0.19, -0.04, -0.45], [-1.09, -1.28, -4.17], [-0.11, -0.17, 0.45], [0.26, -0.56, -0.20], [-0.46, -0.58, -0.27], [-0.60, 0.83, 0.04], [-0.27, 0.51, 0.10], [0.07, 0.00, 0.53], [-0.53, 0.12, -0.33], [0.13, -0.32, 0.47], [-0.45, 0.76, 0.33], [2.12, -0.25, 4.22], [-1.22, 0.05, -1.09], [-1.24, 0.65, -3.55], [-0.40, 1.01, 0.03], [0.45, -0.63, -0.64], [0.64, -0.28, 0.28], [-0.29, -0.14, 0.18], [0.06, 0.11, -0.36], [-0.01, -0.46, 0.04], [0.21, -0.50, 0.07], [-0.17, -0.01, 0.15], [-1.76, -0.77, -2.69], [-0.29, 1.82, 4.69], [-0.62, -0.59, -1.75], [0.71, -0.96, -2.32], [1.44, -0.85, 0.26], [0.15, 0.89, 0.92], [0.18, 0.62, 0.30], [0.02, -0.23, 0.38], [0.56, 0.11, 0.27], [-0.20, 0.12, -0.23], [0.00, -0.07, 0.02], [-0.09, -0.08, 0.36], [0.61, 1.14, -0.09], [-0.20, -0.28, 0.41], [-0.63, -0.56, -0.05], [0.47, 0.28, -0.35], [-0.36, -0.84, 0.34], [0.53, -0.31, -0.06], [-0.01, 0.44, 0.00], [-0.02, -0.24, -0.11], [0.08, 0.86, -0.47], [-0.01, -0.34, 0.38], [-0.35, -0.05, -0.36]],
  "max_force_ev_per_a": 5.61,
  "charge": 0,
  "e_above_lowest_kj_mol": 706.04,
  "smiles": "CNC(C)=O.CNC(C)=O.CNC(C)=O.CNC(C)=O.CNC(C)=O.CNC(C)=O.CNC(C)=O.CNC(C)=O.CNC(C)=O.CNC(C)=O",
  "homo_lumo_gap_ha": 0.34893
}